Record 1
Density functional theory data (ωB97M-V/def2-TZVPD) for a 2-piece molecular cluster, C6H14O overall at a distorted geometry.

Geometry (Å):
C -2.06 -2.03 0.28
C -1.91 -0.78 -0.53
C -0.44 -0.23 -0.49
C 0.09 0.72 0.22
C 1.64 1.00 0.15
C -0.64 1.64 1.16
H -2.32 -2.00 1.36
H -1.11 -2.58 0.17
H -2.85 -2.58 -0.25
H -2.10 -1.01 -1.60
H -2.61 0.02 -0.23
H 0.25 -0.73 -1.18
H 2.02 1.17 1.17
H 1.77 1.92 -0.44
H 2.23 0.19 -0.32
H -1.64 1.75 0.70
H -0.16 2.63 1.19
H -0.78 1.29 2.20
O 3.65 -0.37 -0.89
H 4.04 0.49 -1.17
H 2.90 -0.51 -1.51

Summary:
**2S+1**: 1
**SMILES**: CCC=C(C)C.O
**E**: -312.1803 Ha

---

Record 2
Density functional theory data (ωB97M-V/def2-TZVPD) for a 2-piece molecular cluster, C6H14O overall at a distorted geometry.

Geometry (Å):
C 1.39 1.00 0.74
C 0.43 -0.17 0.83
C -0.61 -0.48 0.03
C -1.29 0.58 -0.82
C -1.17 -1.89 -0.05
C -0.58 -2.93 0.89
H 1.12 1.61 -0.11
H 2.34 0.58 0.39
H 1.43 1.57 1.66
H 0.68 -0.97 1.52
H -0.70 1.48 -0.91
H -1.44 0.16 -1.82
H -2.28 0.84 -0.45
H -2.20 -1.70 0.27
H -1.13 -2.26 -1.07
H -0.78 -3.93 0.51
H 0.51 -2.79 0.93
H -0.85 -2.86 1.95
O 1.71 3.68 -1.49
H 2.27 4.22 -2.04
H 1.14 4.25 -0.98

Summary:
**2S+1**: 1
**SMILES**: C/C=C(\C)CC.O
**E**: -312.2092 Ha

---

Record 3
Density functional theory data (ωB97M-V/def2-TZVPD) for an isolated molecule of C6H14O.

Geometry (Å):
C -3.34 0.15 -0.31
C -2.09 -0.33 0.42
C -0.83 -0.17 -0.43
C 0.46 -0.50 0.32
C 1.68 -0.42 -0.59
O 2.90 -0.50 0.13
C 3.35 0.76 0.55
H -4.24 0.04 0.30
H -3.49 -0.41 -1.24
H -3.25 1.21 -0.58
H -1.97 0.24 1.36
H -2.21 -1.38 0.72
H -0.92 -0.81 -1.32
H -0.78 0.86 -0.80
H 0.41 -1.51 0.76
H 0.58 0.20 1.16
H 1.67 -1.25 -1.31
H 1.65 0.52 -1.17
H 3.68 1.37 -0.30
H 4.19 0.60 1.22
H 2.58 1.32 1.10

Summary:
**2S+1**: 1
**SMILES**: CCCCCOC
**E**: -312.2265 Ha

---

Record 4
Density functional theory data (ωB97M-V/def2-TZVPD) for a 2-piece molecular cluster, C6H14O overall at a distorted geometry.

Geometry (Å):
C 2.04 1.67 0.51
O 1.88 0.50 1.35
C 2.76 1.14 -0.69
H 1.06 2.11 0.32
H 2.68 2.44 0.99
H 1.67 0.85 2.23
H 2.13 0.40 -1.19
H 3.01 1.93 -1.41
H 3.68 0.68 -0.33
C -1.06 -1.27 1.36
C -1.90 -1.60 0.11
C -2.35 -0.43 -0.71
C -2.10 -0.31 -2.04
H -1.66 -0.61 2.03
H -0.70 -2.12 1.95
H -0.15 -0.76 1.05
H -2.75 -2.22 0.43
H -1.31 -2.22 -0.59
H -2.92 0.31 -0.13
H -2.56 0.50 -2.62
H -1.47 -1.00 -2.61

Summary:
**2S+1**: 2
**⟨S²⟩**: 0.7531
**E**: -311.8528 Ha
**Charge**: +1

---

Record 5
Density functional theory data (ωB97M-V/def2-TZVPD) for a 3-piece molecular cluster, C6H14O2 overall at a distorted geometry.

Geometry (Å):
C -0.62 -2.05 2.16
C -0.92 -0.87 1.33
C -0.74 0.03 -0.15
C -0.94 -0.79 -1.38
C 0.90 1.06 1.57
C 0.29 -0.17 0.87
H -0.29 -1.80 3.17
H -1.50 -2.70 2.24
H 0.18 -2.68 1.72
H -1.35 0.92 -0.12
H -2.02 -1.01 -1.39
H -0.71 -0.28 -2.31
H -0.42 -1.74 -1.48
H 0.67 1.86 0.84
H 0.44 1.29 2.53
H 1.05 -0.86 0.49
H 2.43 1.35 -2.43
H 1.98 1.11 1.68
O 1.64 0.85 -2.25
H -0.36 2.76 -2.81
H 0.72 1.49 -2.25
O -0.43 2.23 -2.02

Summary:
**2S+1**: 2
**⟨S²⟩**: 0.7547
**E**: -387.3492 Ha
**Charge**: -1

---

Record 6
Density functional theory data (ωB97M-V/def2-TZVPD) for a 3-piece molecular cluster, C6H14O2 overall at a distorted geometry.

Geometry (Å):
C 0.69 -1.63 2.45
C 0.49 -0.65 1.52
C 0.12 -1.03 0.09
C -0.48 -2.27 -0.30
C 0.10 -0.14 -0.87
C -0.25 -0.33 -2.32
H 0.48 -2.70 2.26
H 0.77 -1.67 3.44
H 0.69 0.33 1.79
H -1.34 -2.28 -0.82
H -0.48 -3.03 0.46
H 0.27 -2.75 -1.13
H 0.69 0.87 -0.78
H -1.41 -0.30 -2.35
H -0.13 -1.28 -2.76
H 0.32 0.37 -3.03
O -1.43 1.82 1.29
H -2.22 2.48 1.14
H -1.81 0.94 1.09
O 1.27 3.06 -1.32
H 0.64 2.74 -1.87
H 0.81 3.51 -0.64

Summary:
**2S+1**: 1
**SMILES**: C=C/C(C)=C/C.O.O
**E**: -387.3654 Ha

---

Record 7
Density functional theory data (ωB97M-V/def2-TZVPD) for a 2-piece molecular cluster, C6H14O2 overall at a distorted geometry.

Geometry (Å):
C 2.01 -1.29 -0.33
C 0.78 -0.41 -0.28
C -0.18 -1.00 1.00
O 0.13 -0.50 -1.49
C 1.11 1.07 0.03
O 1.53 1.31 1.35
H 2.60 -1.21 0.58
H 1.72 -2.33 -0.48
H 2.63 -1.00 -1.18
H -0.49 -2.01 0.71
H 0.56 -1.05 1.79
H -0.96 -0.41 1.47
H -0.84 -0.07 -1.40
H 0.21 1.66 -0.11
H 1.86 1.41 -0.70
H 2.42 0.93 1.47
C -2.51 0.84 0.26
C -2.42 0.74 -1.08
H -3.01 0.08 0.85
H -2.04 1.63 0.81
H -2.08 1.59 -1.66
H -3.02 0.02 -1.62

Summary:
**2S+1**: 1
**SMILES**: CC(C)(O)CO.C=C
**E**: -387.4110 Ha

---

Record 8
Density functional theory data (ωB97M-V/def2-TZVPD) for C6H14O2 as an isolated structure at a distorted geometry.

Geometry (Å):
C 1.18 0.45 -0.42
C 1.98 0.78 -1.65
C -0.54 -0.03 -1.16
C 1.75 -0.59 0.44
H 0.88 1.34 0.13
H 2.24 -1.39 -0.10
H 1.43 1.44 -2.33
H 2.25 -0.12 -2.20
H 2.90 1.29 -1.36
H -0.17 -0.71 -1.93
H -1.54 -0.44 -1.07
H -0.71 0.96 -1.58
H 2.34 -0.19 1.26
H 0.85 -1.06 1.02
C -1.85 0.73 1.60
C -1.52 -0.68 1.17
O -2.63 -1.33 0.71
O -0.62 -1.35 1.69
H -2.42 -2.27 0.64
H -0.93 1.25 1.87
H -2.49 0.68 2.48
H -2.38 1.26 0.81

Summary:
**2S+1**: 1
**E**: -387.3993 Ha

---

Question: Look up the E of the second one.
Answer: -312.2092 Ha